# 1
C3H5NO2 in the gas phase, computed with ωB97M-V with the def2-TZVPD basis set.

Output
LUMO level   0.6565 eV
HOMO level   -8.385 eV
Frontier orbital gap   9.041 eV
Charge   0
ΔE to the lowest compared entry with this formula, charge and spin   277.4 kJ/mol

```
11
C3H5NO2, DFT ωB97M-V with the def2-TZVPD basis set
N -2.2904 0.0312 -0.5007
C -1.1134 0.2380 -0.1839
C 0.0552 0.3852 0.4139
O 0.3564 1.4226 1.2615
C 1.1258 -0.6378 0.1970
O 0.7769 -1.3426 -0.9749
H -2.5536 0.3498 -1.4347
H -0.4630 1.6611 1.7103
H 2.1124 -0.1732 0.0736
H 1.1892 -1.3088 1.0639
H 0.8045 -0.6253 -1.6259
```

Atomic partial charges in e from the natural (NBO) method, atoms 1 to 6: -0.60, 0.30, 0.08, -0.67, -0.09, -0.69


# 2
3 unconnected molecules or ions with the total composition C3H5NO2, computed with ωB97M-V with the def2-TZVPD basis set.

Output
LUMO level   0.7498 eV
HOMO level   -10.076 eV
Frontier orbital gap   10.825 eV
Charge   0
ΔE to the lowest compared entry with this formula, charge and spin   436.7 kJ/mol

```
11
C3H5NO2, DFT ωB97M-V with the def2-TZVPD basis set
O 1.1855 -1.5258 0.2722
C 1.3925 -0.4409 0.7510
C 0.5781 0.8006 0.4332
N -0.4053 0.5979 -0.6117
C -1.4241 -0.1998 -0.4268
O -2.0708 -0.8909 0.2713
H 2.2098 -0.2756 1.4853
H 0.1224 1.1561 1.3695
H 1.2648 1.5906 0.1075
H -1.0486 0.4221 -1.8226
H -1.8889 -0.0853 -1.8246
```

Atomic partial charges in e from the natural (NBO) method, atoms 1 to 6: -0.50, 0.43, -0.34, -0.69, 0.76, -0.50


# 3
A molecular structure, C3H5NO2 in a non-equilibrium geometry, computed with ωB97M-V with the def2-TZVPD basis set.

Output
LUMO level   0.3087 eV
HOMO level   -9.271 eV
Frontier orbital gap   9.580 eV
Charge   0
ΔE to the lowest compared entry with this formula, charge and spin   574.8 kJ/mol

```
11
C3H5NO2, DFT ωB97M-V with the def2-TZVPD basis set
N -0.6657 -2.1149 -1.5225
C -0.2917 -1.2444 -0.8164
O -0.5597 -0.8867 1.0985
C -0.1310 0.2244 1.4921
C 0.5666 1.2584 -0.2703
O 0.5641 0.3967 -1.1867
H -0.7651 -2.4753 -2.4519
H 0.8424 0.2788 1.9980
H -0.8410 1.0391 1.6837
H -0.2324 2.0108 -0.2437
H 1.5136 1.5131 0.2192
```

Atomic partial charges in e from the natural (NBO) method, atoms 1 to 6: -0.72, 0.59, -0.50, 0.06, 0.07, -0.52


# 4
C3H5NO2 in the gas phase, computed with ωB97M-V with the def2-TZVPD basis set.

Output
LUMO level   0.0590 eV
HOMO level   -9.230 eV
Frontier orbital gap   9.289 eV
Charge   0
ΔE to the lowest compared entry with this formula, charge and spin   467.2 kJ/mol

```
11
C3H5NO2, DFT ωB97M-V with the def2-TZVPD basis set
N 1.9940 -1.0074 -0.6284
C 0.7849 -0.6731 -0.6924
C -0.7324 -0.5242 1.4647
O -1.4250 0.0835 0.5239
C -0.6674 1.1380 -0.0830
O 0.3189 0.6029 -0.9278
H 2.6086 -0.1937 -0.6512
H 0.0104 -1.4408 -0.6706
H -1.3319 -1.4453 1.6491
H -1.3561 1.7255 -0.6933
H -0.2042 1.7348 0.7090
```

Atomic partial charges in e from the natural (NBO) method, atoms 1 to 6: -0.63, 0.38, 0.10, -0.50, 0.23, -0.54


no.,total energy (hartree)
1,-322.4687
2,-322.4080
3,-322.3554
4,-322.3964